Molecular formula: C14H17N3STi
Method: DFT, ωB97M-V/def2-TZVPD

The geometry in XYZ format:
```
36
Properties=species:S:1:pos:R:3:forces:R:3:mulliken_charge:R:1
C -1.065494 0.801267 4.591733 -1.151 2.170 -1.148 -1.214
C -0.632517 -1.596143 4.633391 0.649 -2.397 1.501 -1.179
H -0.295087 1.097393 5.285456 0.061 -0.153 0.406 0.330
H -1.971856 0.384892 5.024560 0.304 -0.122 0.268 0.421
H -1.385627 1.695598 4.030533 0.388 -0.206 0.095 0.375
H -0.534626 -2.610200 4.229463 0.069 0.278 -0.211 0.380
H 0.116048 -1.510317 5.412773 0.128 0.024 0.419 0.367
H -1.616266 -1.512834 5.101017 0.114 0.059 -0.334 0.354
C 0.413751 2.832392 -1.122214 0.103 -0.039 -0.996 -0.290
C 0.918103 3.647016 -2.125535 -0.350 -0.222 1.064 -0.666
C 1.399463 3.034240 -3.291771 -0.103 -1.156 -0.440 -0.395
C 1.337838 1.644290 -3.413224 0.462 0.554 -0.638 -0.569
H 0.121108 3.199733 -0.145969 -0.182 0.143 -0.134 0.415
H 0.949895 4.729974 -2.003367 0.087 -0.385 0.094 0.357
H 1.822400 3.653865 -4.083668 -0.086 -0.339 0.154 0.409
H 1.760971 1.147632 -4.293892 -0.189 0.305 0.329 0.276
N 0.255452 1.484693 -1.289107 1.089 0.782 -0.246 -0.198
C 0.777564 0.852410 -2.397529 -0.285 -0.299 0.083 0.461
C 0.673474 -0.592544 -2.341700 0.514 0.543 -0.364 0.474
N 0.221375 -1.108841 -1.151554 0.551 -0.906 -0.316 -0.096
C 0.096471 -2.448392 -0.933074 0.654 -0.219 -1.683 -0.179
C 0.823114 -2.847476 -3.172341 0.472 0.679 -0.894 -0.443
C 0.389084 -3.350832 -1.942093 -0.624 0.115 1.586 -0.704
H -0.228794 -2.728880 0.055908 -0.069 -0.191 0.124 0.448
H 0.265260 -4.418184 -1.753170 0.095 0.346 -0.168 0.365
C 0.997017 -1.481695 -3.361015 -0.010 -0.728 -0.484 -0.526
H 1.358092 -1.065176 -4.298310 -0.076 -0.327 0.060 0.280
H 1.039976 -3.546903 -3.975961 0.026 0.222 0.076 0.406
Ti -0.583612 0.208917 -0.034504 -0.872 1.437 3.794 0.724
C -2.557981 0.270407 -0.409538 -0.901 -0.080 -0.090 -1.145
H -2.988544 -0.707519 -0.683554 -0.022 0.383 -0.039 0.323
H -3.005810 1.098935 -0.984199 0.113 -0.466 0.224 0.288
H -2.771648 0.429941 0.671616 -0.240 0.117 -0.060 0.323
S -0.277409 -0.341138 3.357331 1.967 1.019 -1.886 0.053
C 1.503360 -0.189936 3.422679 -1.582 -1.254 -0.287 0.295
N 2.675461 -0.156585 3.390834 -1.104 0.312 0.139 -0.521
```
Positions in Å, forces in eV/Å.

Summary:
E_LUMO (alpha / beta)   -0.05 / -0.70 eV
Spin multiplicity   3
Gap between HOMO and LUMO (alpha / beta)   4.225 / 3.426 eV
DFT total energy   -1955.29604 Eh

***

Molecular formula: C14H18Br2Cl2N2O2
Method: DFT, ωB97M-V/def2-TZVPD

The geometry in XYZ format:
```
40
Properties=species:S:1:pos:R:3:forces:R:3:mulliken_charge:R:1
C -2.582058 1.774776 -1.671246 1.200 -3.402 0.779 -0.406
C -2.047396 0.389740 -1.383905 -1.532 4.086 -0.818 -0.173
C -1.566752 -0.103715 0.136263 -1.940 -0.476 -0.804 -0.552
C 0.079820 -0.355289 0.225667 -0.535 -0.781 -1.283 1.574
C 0.520273 -0.760350 -1.336653 2.394 0.288 -8.202 -0.355
N 0.856007 -0.876548 -2.587844 -2.970 0.872 11.462 -0.634
C 0.472838 -1.688553 1.132544 1.562 -0.725 -1.318 -0.888
Br -0.732951 -1.966856 2.722939 0.586 0.680 -1.054 -0.041
C 0.487581 -3.093380 0.224642 0.357 -0.517 1.783 -0.044
C 0.591912 -4.315441 1.362169 0.860 -0.879 -1.424 -1.070
C 0.925164 0.990785 0.639614 0.124 1.574 -1.269 -0.016
Br 1.308034 1.109814 2.640375 -0.567 -0.146 -1.440 0.035
C 0.108547 2.410766 0.299540 -3.732 7.370 -1.696 0.034
N -0.472827 3.555653 0.044123 5.529 -10.759 2.455 -0.535
C 2.387991 1.142851 -0.089818 1.396 1.375 0.289 -0.661
C 3.451298 -0.068164 0.233826 0.331 -0.911 -0.378 0.033
C 4.992884 0.273981 -0.287546 2.247 4.781 0.675 0.253
O 5.593771 1.433064 -0.003143 -3.852 -7.828 -1.913 -0.499
O 5.678746 -0.805139 -1.062329 -2.217 2.858 -0.010 -0.477
H -2.374404 2.320197 -2.710227 -1.100 -1.833 2.063 0.232
H -3.253187 2.378531 -0.911037 2.494 -1.306 -1.320 -0.070
H -2.049463 -0.340348 -2.328558 0.933 1.660 2.418 0.299
H -2.183278 -1.109078 0.322179 1.865 1.940 -0.183 0.329
H -1.935562 0.641830 0.986784 1.054 -1.427 -1.989 0.360
H 1.576034 -1.625185 1.584376 -2.638 0.206 -0.948 0.288
H -0.472552 -3.211985 -0.442475 2.004 0.303 1.311 0.256
H 1.495773 -3.199843 -0.405970 -2.418 0.723 1.205 0.249
H -0.455868 -4.712352 1.699019 2.188 0.964 -0.459 0.304
H 1.150817 -5.200277 0.793341 -1.308 1.702 1.280 0.351
H 1.310329 -4.027180 2.259439 -1.792 -0.479 -1.842 0.298
H 2.877505 2.131243 0.368115 -1.163 -2.163 -0.944 0.444
H 2.320168 1.367073 -1.260459 -0.211 -0.870 2.620 0.373
H 3.553457 -0.310524 1.384207 -0.245 0.807 -2.254 0.261
H 3.100403 -1.072183 -0.279053 0.845 2.070 0.885 0.076
H 5.387426 -0.706025 -2.036691 0.530 -0.127 2.209 0.352
C -6.097979 3.590844 0.055868 -0.238 0.170 0.266 -0.241
Cl -4.593589 4.228980 -0.618448 -0.278 0.444 0.185 -0.133
Cl -6.553752 2.073824 -0.728813 -0.067 -0.005 0.069 -0.147
H -5.960556 3.411234 1.124979 0.058 -0.022 -0.331 0.255
H -6.894605 4.323227 -0.095795 0.247 -0.216 -0.078 0.286
```
Positions in Å, forces in eV/Å.

Summary:
E_LUMO   -0.57 eV
Structure (SMILES)   C=CC[C@](C#N)([C@@H](Br)CC)[C@](Br)(C#N)CCC(=O)O.ClCCl
Gap between HOMO and LUMO   8.135 eV
DFT total energy   -6872.24576 Eh

***

Molecular formula: C14H18Br2O5
Method: DFT, ωB97M-V/def2-TZVPD

The geometry in XYZ format:
```
39
Properties=species:S:1:pos:R:3:forces:R:3:mulliken_charge:R:1
Br 1.948451 -2.566329 1.935709 0.040 0.108 -0.239 -0.184
C 0.773474 -1.560763 0.839913 -0.181 -0.106 0.340 -0.314
C -0.515593 -1.283404 1.247671 0.282 -0.212 0.204 -0.460
C -1.362145 -0.536939 0.433869 -0.080 0.114 -0.173 -0.337
C -0.927075 -0.063235 -0.791920 0.291 -0.138 0.014 0.733
C 0.395737 -0.362816 -1.215562 -0.237 0.049 0.193 0.462
C 1.226528 -1.100741 -0.392835 -0.012 0.082 -0.169 -0.334
H 2.233263 -1.340541 -0.693268 0.072 0.011 -0.068 0.523
O 0.735646 0.118580 -2.432005 -0.236 0.071 0.011 -0.281
C 2.077659 0.024578 -2.866715 0.322 0.136 -0.430 -0.639
C 2.209340 0.826897 -4.168696 -0.032 -0.342 0.351 -0.867
H 1.350084 0.582451 -4.807785 0.089 -0.010 -0.010 0.363
O 2.323912 2.214416 -3.997711 0.114 0.169 0.204 -0.424
C 1.140891 2.902939 -3.640170 -0.288 0.242 0.197 -0.477
H 1.131042 3.835889 -4.211300 -0.061 -0.084 0.022 0.392
C 1.075525 3.238468 -2.146549 0.269 -0.183 -0.114 -0.100
O -0.193696 3.787439 -1.887215 -0.117 0.040 -0.187 -0.301
C -0.538652 3.788987 -0.527713 -0.360 0.049 0.125 -0.125
C -1.990209 4.255896 -0.382360 0.517 0.051 0.073 -0.765
O -2.944651 3.399984 -0.956111 -0.052 -0.285 -0.269 -0.396
C -3.141071 2.148971 -0.332488 -0.013 -0.232 -0.237 -0.399
C -2.989532 1.009558 -1.355118 -0.406 0.381 0.380 -0.859
O -1.654468 0.671848 -1.659912 0.386 0.031 -0.108 -0.388
H -3.405716 1.358526 -2.302591 -0.040 -0.087 0.130 0.428
H -3.544877 0.125039 -1.019923 0.046 0.039 -0.040 0.410
H -2.449677 2.011760 0.504927 -0.051 -0.029 0.001 0.406
H -4.168968 2.119134 0.056629 0.135 -0.053 0.011 0.416
H -2.107804 5.196149 -0.923742 0.058 0.036 0.157 0.370
H -2.202211 4.418996 0.685297 0.029 0.034 -0.095 0.384
H -0.411939 2.778529 -0.104189 0.000 0.087 -0.025 0.110
H 0.111156 4.473607 0.042389 -0.087 -0.065 -0.021 0.394
H 1.218675 2.327146 -1.551655 0.009 0.040 -0.060 0.007
H 1.872437 3.948495 -1.876406 -0.060 -0.075 -0.027 0.307
H 0.250609 2.320625 -3.896976 0.028 0.023 -0.006 0.272
H 3.132394 0.526066 -4.670616 -0.114 -0.091 0.030 0.393
H 2.339339 -1.024093 -3.061483 -0.011 0.064 0.052 0.536
H 2.763017 0.435050 -2.114416 -0.056 -0.052 -0.019 0.466
H -2.361714 -0.338471 0.784464 -0.076 0.044 -0.007 0.471
Br -1.162192 -1.897754 2.920920 -0.120 0.143 -0.189 -0.191
```
Positions in Å, forces in eV/Å.

Summary:
E_LUMO   0.67 eV
Structure (SMILES)   Brc1cc2c(cc1Br)OCCOCCOCCOCCO2
Gap between HOMO and LUMO   9.039 eV
Relative energy (zero: lowest compared OMol25 entry of this formula, charge and spin)   0.00 kcal/mol
DFT total energy   -6068.43318 Eh

***

Molecular formula: C14H18CdIN3
Method: DFT, ωB97M-V/def2-TZVPD

The geometry in XYZ format:
```
37
Properties=species:S:1:pos:R:3:forces:R:3:mulliken_charge:R:1
C 2.093625 2.769677 -1.913108 2.135 0.968 -0.438 -1.020
C 0.453067 -0.276691 -3.797953 1.305 0.507 -1.561 -1.235
H 1.666259 3.769032 -1.872341 -0.861 -0.496 0.144 0.461
H 2.245354 2.508517 -3.001755 0.057 0.401 0.583 0.117
H 3.107156 2.943872 -1.466601 -0.848 -0.987 -0.141 0.352
H -0.396584 -0.069118 -4.435242 -0.398 0.446 0.333 0.504
H 1.281844 0.384171 -4.211969 -0.420 -1.006 -0.418 0.144
H 0.673190 -1.329840 -4.016138 0.382 0.304 0.741 0.379
Cd 0.996191 0.919071 -2.095644 -1.113 -0.514 1.376 0.807
C 2.095458 -0.806373 -1.095959 1.735 -0.874 -0.179 -1.051
H 1.610135 -1.770963 -1.311582 -0.277 0.753 -0.161 0.301
H 2.260423 -0.726131 -0.009434 -0.347 0.589 -0.599 0.303
H 3.072694 -0.786830 -1.618559 -0.515 0.082 0.224 0.337
I -0.743443 2.429851 -0.271259 -0.077 0.430 -0.715 -0.418
C -0.005024 0.262845 5.009882 -0.013 -0.053 -0.249 -0.344
C -0.682479 -0.872843 4.547871 0.125 0.131 -0.476 -0.620
C -0.717973 -1.153231 3.181620 0.236 0.319 0.119 -0.134
C -0.054266 -0.302523 2.275032 0.798 -0.835 1.223 0.049
C 0.628338 0.838769 2.752043 -0.364 -0.569 -0.968 -0.094
C 0.637633 1.121651 4.105858 -0.168 -0.265 0.326 -0.654
N -0.065931 -0.564690 0.886271 -2.074 -1.013 -1.401 0.329
N -0.740731 -1.611947 0.576274 0.277 1.658 2.202 -0.521
C -1.509335 -1.605639 -0.589481 0.462 -0.429 -2.003 0.200
C -2.542382 -2.580058 -0.632876 0.797 0.847 0.080 -0.480
C -3.396436 -2.602903 -1.725562 0.128 0.156 -0.219 -0.439
C -3.203393 -1.645761 -2.731441 0.169 0.130 0.469 -0.711
C -2.177909 -0.711078 -2.573152 0.158 -0.361 -0.047 -0.405
N -1.275677 -0.734591 -1.587078 -1.352 -0.355 0.930 0.200
H 0.016706 0.480040 6.077260 -0.006 -0.012 -0.255 0.363
H -1.188151 -1.550191 5.232169 0.121 0.214 -0.009 0.354
H -1.232639 -2.021761 2.768874 0.122 0.297 0.331 0.394
H 1.078299 1.481906 1.993245 0.019 -0.102 0.414 0.367
H 1.147716 2.009460 4.466770 -0.070 -0.119 -0.023 0.361
H -2.592523 -3.234597 0.225282 -0.257 -0.168 -0.129 0.458
H -4.198921 -3.340390 -1.797454 0.294 0.216 0.021 0.374
H -3.810515 -1.595243 -3.631239 -0.074 -0.068 0.294 0.384
H -2.039660 0.072727 -3.316267 -0.085 -0.220 0.182 0.588
```
Positions in Å, forces in eV/Å.

Summary:
E_LUMO (alpha / beta)   -3.04 / -3.05 eV
Gap between HOMO and LUMO (alpha / beta)   4.593 / 4.569 eV
Relative energy (zero: lowest compared OMol25 entry of this formula, charge and spin)   122.40 kcal/mol
DFT total energy   -1173.66776 Eh